1.
Computed, not measured: a structure of composition C8H12ClF2N2O15V, with ωB97M-V/def2-TZVPD.

Values from the calculation:
* lowest unoccupied orbital energy (alpha / beta): -6.2 / -10.6 eV
* <S²>: 3.82
* multiplicity: 4
* charge: +1

CARTESIAN COORDINATES (ANGSTROEM)
1 Cl -0.58594 0.13839 -1.45964
2 V -2.51958 1.74464 -2.16861
3 F 2.54041 -1.14997 1.53398
4 H 1.01218 2.43054 -1.87649
5 O 0.80536 -1.96482 0.30240
6 O 3.81913 -0.13940 -2.57289
7 O 2.75045 2.79139 0.46569
8 H 2.39708 -0.72751 -0.69205
9 O -3.52036 -0.27128 1.89372
10 H 0.52736 2.25693 -0.15644
11 O -0.47212 1.34391 -2.23426
12 H -2.00872 -2.75700 0.48286
13 C 0.94335 2.92718 -0.90865
14 C 0.10704 -2.94054 0.88922
15 C -2.30632 -1.72544 0.67109
16 H 1.57301 0.85853 -0.71471
17 O -0.31622 0.54813 -0.07133
18 H -3.14400 -2.23351 2.53209
19 H 3.18441 0.72509 -0.00180
20 H 0.23421 3.75292 -0.85061
21 C 1.26365 -0.92937 1.20688
22 C -4.05302 -0.37823 0.75239
23 O -2.36439 1.16860 -3.64535
24 O -4.88916 0.38173 0.35151
25 C -2.64330 -1.36332 2.10764
26 N 2.28257 3.34277 -0.50913
27 C 0.55974 -1.31077 2.46932
28 O 2.61568 1.69918 -2.71460
29 C 2.53369 0.34932 -0.79141
30 N 3.03690 0.65885 -2.13000
31 H 1.24152 -1.42848 3.31159
32 O 0.02780 -2.61206 2.19049
33 O -0.30853 -3.98937 0.31811
34 O -3.57358 -1.43076 0.10045
35 H 1.16858 0.01892 0.67791
36 O 2.94612 4.20642 -1.12939
37 F -1.60407 -1.11489 2.83399
38 O 0.39629 -0.84243 -1.84885
39 H -0.22706 -0.63674 2.80802
40 O -1.94321 -0.26933 -1.69456
41 H -1.48679 -1.12826 0.27131

***

2.
Computed, not measured: a cluster of 3 separate species, C3H10O3 in total, with ωB97M-V/def2-TZVPD.

Values from the calculation:
* structure (SMILES): C=CCO.O.O
* ΔE to the lowest compared entry with this formula, charge and spin: 1.4436 eV
* lowest unoccupied orbital energy: 0.6 eV

CARTESIAN COORDINATES (ANGSTROEM)
1 H -2.87299 1.75528 1.99533
2 H -1.12176 1.40774 2.03140
3 H -1.56519 -1.34366 1.76195
4 C -2.01971 1.43086 1.38727
5 H 3.66462 0.25305 -0.31661
6 H -2.68200 0.56398 -0.41284
7 C -2.10706 -1.05088 0.86591
8 C -2.34974 0.20537 0.57424
9 O 2.91243 -0.25598 0.04454
10 O -1.59018 2.55199 0.60538
11 O 3.58842 -1.75242 -2.30939
12 H -1.93647 2.62837 -0.29525
13 H -2.37783 -1.88036 0.21988
14 H 3.44974 -1.33904 -3.17899
15 H 2.59735 -0.93164 -0.57532
16 H 4.41035 -2.24264 -2.39752

***

3.
Computed, not measured: a structure of composition C37H43BrIN4O4PSb2Sc, with ωB97M-V/def2-TZVPD.

Values from the calculation:
* ΔE to the lowest compared entry with this formula, charge and spin: 6.7689 eV
* lowest unoccupied orbital energy (alpha / beta): -3.6 / -3.4 eV
* charge: +1

CARTESIAN COORDINATES (ANGSTROEM)
1 H 7.29591 -0.37945 -3.39031
2 H 2.38296 3.75309 5.25469
3 H 2.67423 5.98401 4.70227
4 C 5.02177 -2.80899 -2.57237
5 C -6.34331 -2.45646 -1.14790
6 H 4.07077 3.78104 1.97551
7 H -4.06551 0.93339 2.68589
8 Sc -1.73357 -3.30751 -0.75131
9 H -5.95985 -5.29892 -2.92000
10 C -4.98955 -2.08352 -1.07998
11 H -2.46581 4.29128 3.85855
12 C 2.84504 1.16015 -2.46710
13 C 4.21829 -1.53467 -4.37856
14 H 4.00315 0.98211 4.64253
15 C -1.43940 3.87512 3.76155
16 H -7.77518 -3.95151 -1.84357
17 C 1.67285 0.89903 -4.64996
18 H -2.00267 2.99196 -0.46619
19 C 0.89815 4.88613 4.13771
20 C 2.92880 0.80671 4.44655
21 P 2.15975 -2.77169 -2.86183
22 C -6.72722 -3.57728 -1.85597
23 C -4.11651 -5.56916 2.52273
24 H 2.68141 -0.19288 4.06788
25 C 3.86854 -2.33774 -3.22968
26 H 0.41147 -0.75709 -0.99494
27 C -2.03830 3.56351 0.45205
28 C -4.35173 -4.05365 -2.09196
29 C 1.45196 3.63496 4.68901
30 H -1.28056 4.33414 0.44587
31 H 2.23481 0.87178 -0.60807
32 H 2.44586 -1.92489 -0.50718
33 O 0.11801 -4.23713 -1.04098
34 C 6.31356 -0.95709 -3.38383
35 O 0.68181 0.13286 -4.15649
36 H 3.78892 1.61569 -2.13506
37 C -2.78273 -5.97461 2.34819
38 Sb 2.10373 2.25702 3.03485
39 H 6.92010 -2.21449 -1.68038
40 C -4.46892 -4.21497 2.38845
41 H -0.80258 -5.35384 1.53714
42 H 1.22170 0.17607 -6.52578
43 H 1.93391 8.06986 3.65657
44 O -1.34646 -2.14323 -2.43500
45 N -2.42080 -3.91844 1.15432
46 O 0.06887 -2.29542 0.04283
47 H -2.11922 -1.76776 -4.75046
48 Sb -1.73277 2.26843 2.21184
49 H -1.22402 3.25570 4.68712
50 H 3.50256 1.93619 -4.39478
51 H -4.63809 -1.14269 -0.71120
52 H 0.78051 3.10292 5.38997
53 C 0.44049 -0.71110 -3.05276
54 Br -2.94097 -5.30562 -2.55467
55 C -0.77519 6.14393 2.89052
56 C -0.80243 -1.41644 -3.28347
57 C 0.74061 -3.16523 -0.58657
58 N 1.53344 1.01655 -6.05288
59 C 5.35073 -0.74459 -4.39977
60 C 0.02909 7.27682 2.91225
61 C 2.04507 0.48085 -1.57482
62 N -4.00599 -2.94508 -1.45962
63 H -3.03978 4.05187 0.46234
64 C 0.91283 -0.34441 -1.81527
65 H 2.11656 1.54339 -6.62881
66 C 4.00277 3.38160 3.00004
67 C -0.45000 4.95256 3.60560
68 C -3.56031 -3.37287 1.73901
69 N -1.28099 -1.22517 -4.57473
70 H -1.68415 6.16108 2.25424
71 C -1.86719 -5.09882 1.72013
72 C 6.15747 -1.99981 -2.48659
73 C 2.22624 -2.88557 -1.00420
74 I -2.16433 -7.78186 3.24002
75 H -4.86138 -6.32250 2.80195
76 H -0.28254 8.13811 2.33698
77 H 2.32385 0.92327 5.35681
78 H -4.08350 2.52256 3.57654
79 H -1.17520 -0.31550 -5.02407
80 H 4.76876 2.66002 3.19237
81 C -5.69932 -4.40447 -2.33265
82 H -3.73950 -2.26162 1.54317
83 H -7.13725 -1.75698 -0.70720
84 H -5.41725 -3.86167 2.74508
85 H 3.93653 4.17833 3.73355
86 C 1.29596 7.20949 3.59660
87 H 5.50420 -0.00082 -5.17767
88 C 2.67501 1.35908 -3.86734
89 H 3.62450 -1.65457 -5.29979
90 C -3.84051 1.99109 2.65706
91 H 5.02444 -3.73740 -2.02248
92 H -4.40932 2.54585 1.91311
93 C 1.71861 6.03617 4.21463
94 H 2.91529 -3.59858 -0.64991

***

Number 1: F_max 5.7 eV Å⁻¹. Number 2: F_max 1.8 eV Å⁻¹. Number 3: F_max 3.1 eV Å⁻¹.